(1)
56
Properties=species:S:1:pos:R:3 method="wB97M-V/def2-TZVPD" energy_ha=-3488.6443 homo_energy_ha=-0.3633 de_lowest_kj_mol=57.3 lumo_ev=-3.0 total_charge=+1
Zn -0.3639 -0.0771 -0.5368
C 3.9048 -1.4973 0.6891
C 2.5579 -1.2596 0.0735
N 1.9403 -0.1413 0.1713
N 2.4577 0.9191 0.8072
C 2.0100 2.1700 0.4865
N 2.5051 3.1860 1.2169
S 0.9307 2.4088 -0.7404
C 1.8828 -2.2901 -0.7260
C 2.2067 -3.6449 -0.6453
C 1.5364 -4.5537 -1.4462
C 0.5791 -4.0788 -2.3274
C 0.3041 -2.7183 -2.3347
N 0.9163 -1.8538 -1.5455
H 3.8609 -1.3678 1.7719
H 4.6280 -0.7892 0.2802
H 4.2660 -2.4950 0.4786
H 3.3086 0.8302 1.3593
H 3.2501 3.0628 1.8828
H 2.2560 4.1191 0.9351
H 2.9465 -4.0005 0.0515
H 1.7614 -5.6097 -1.3864
H 0.0549 -4.7450 -2.9900
H -0.4456 -2.3076 -2.9981
C -4.7213 3.1721 1.6968
N -3.5495 2.6899 1.0150
C -3.3112 2.8510 -0.4008
C -2.1300 1.9017 -0.6072
O -1.6562 1.5435 -1.6662
N -1.7046 1.4916 0.6127
C -2.5579 1.9452 1.5242
N -2.4171 1.6835 2.8252
H -5.5440 3.2166 0.9850
H -4.5679 4.1678 2.1209
H -5.0028 2.4792 2.4905
H -2.9879 3.8695 -0.6463
H -4.1807 2.5985 -1.0092
H -1.7219 1.0095 3.0919
H -3.1017 1.9752 3.4988
C -1.3074 -4.9755 1.9548
C -0.2930 -4.0079 1.9308
C -0.4897 -2.8236 1.2811
C -1.6855 -2.5508 0.5879
C -1.8639 -1.3731 -0.1774
C -3.0916 -1.1416 -0.7445
C -4.1555 -2.0528 -0.6166
C -3.9769 -3.2259 0.0583
C -2.7386 -3.5042 0.6740
C -2.5114 -4.7117 1.3665
H -1.1369 -5.9117 2.4633
H 0.6391 -4.1989 2.4390
H 0.2642 -2.0494 1.2995
H -3.2727 -0.2426 -1.3163
H -5.1073 -1.8112 -1.0695
H -4.7748 -3.9523 0.1284
H -3.3143 -5.4317 1.4132

(2)
54
Properties=species:S:1:pos:R:3 method="wB97M-V/def2-TZVPD" energy_ha=-2084.5584 homo_energy_ha=-0.6449 de_lowest_kj_mol=51.3 lumo_ev=-11.6 total_charge=+3
Ti -0.3710 0.0509 0.2303
C -2.6189 -3.3111 -0.8300
C -1.6349 -4.3035 -0.9858
C -0.3142 -3.9304 -1.0644
C 0.0442 -2.5797 -0.9475
N -0.9123 -1.6351 -0.6101
C -2.2282 -2.0205 -0.6368
N 1.3079 -2.2470 -1.3176
C 1.7278 -1.0412 -1.4552
N 1.0847 0.0872 -0.9202
C 1.6414 1.2267 -1.5076
N 1.1255 2.4019 -1.3996
C -0.1347 2.6686 -0.9824
C -0.5669 4.0048 -1.0544
C -1.8931 4.3137 -0.8777
C -2.8198 3.2833 -0.6291
C -2.3563 2.0120 -0.4743
N -1.0316 1.6871 -0.5863
C 2.7689 0.8231 -2.3286
C 3.6228 1.5448 -3.1408
C 4.5536 0.8275 -3.8911
C 4.6038 -0.5630 -3.8529
C 3.7282 -1.2982 -3.0546
C 2.8264 -0.5879 -2.2878
H -3.6702 -3.5604 -0.8651
H -1.9163 -5.3438 -1.0864
H 0.4741 -4.6346 -1.2894
H -2.9669 -1.2389 -0.4970
H 0.1705 4.7498 -1.3179
H -2.2291 5.3394 -0.9627
H -3.8787 3.4908 -0.5659
H -3.0378 1.1937 -0.2622
H 3.5730 2.6243 -3.1935
H 5.2491 1.3602 -4.5256
H 5.3310 -1.0829 -4.4619
H 3.7490 -2.3796 -3.0368
C 0.1556 -1.2705 3.3270
C -0.9648 -0.2372 3.1883
C -1.2408 0.4750 4.5049
C -2.2347 -0.9197 2.6726
N -0.6097 0.8513 2.1396
N 0.7785 0.9553 1.7878
H -0.2068 -2.0895 3.9467
H 1.0345 -0.8774 3.8433
H 0.4508 -1.7076 2.3623
H -1.4392 -0.2553 5.2888
H -2.1213 1.1176 4.4293
H -0.3886 1.0762 4.8315
H -2.7450 -1.4274 3.4910
H -1.9977 -1.6966 1.9427
H -2.9459 -0.1925 2.2681
H -0.9646 1.7256 2.5221
H 1.3985 0.6165 2.5205
H 1.0406 1.9240 1.6023

(3)
59
Properties=species:S:1:pos:R:3 method="wB97M-V/def2-TZVPD" energy_ha=-1981.3983 multiplicity=3 homo_energy_ha="-0.4512 / -0.5357" de_lowest_kj_mol=22.2 lumo_ev="-6.5 / -6.7" total_charge=+2
W 0.2637 -0.0203 0.4848
C 1.3695 -3.4921 -2.4310
C 1.1314 -2.2545 -1.6230
N 0.2667 -2.0809 -0.7106
N -0.5175 -3.1502 -0.3817
C -1.2789 -3.1524 0.7506
N -1.8895 -4.3070 0.9988
S -1.4248 -1.8150 1.7158
C 2.0525 -1.0953 -1.8707
C 3.0245 -1.1575 -2.8412
C 3.9440 -0.1144 -2.9515
C 3.8508 0.9321 -2.0679
C 2.8331 0.9228 -1.1215
N 1.9291 -0.0541 -1.0353
H 0.6785 -4.3142 -2.2736
H 2.3749 -3.8734 -2.2446
H 1.3049 -3.2360 -3.4896
H -0.3564 -4.0176 -0.8673
H -1.7676 -5.1338 0.4356
H -2.4331 -4.3937 1.8423
H 3.0924 -2.0090 -3.5001
H 4.7212 -0.1456 -3.7047
H 4.5539 1.7544 -2.0760
H 2.7473 1.7124 -0.3935
N 0.1538 2.2198 -0.4909
C 0.4364 3.2367 0.5460
C 1.4107 2.6656 1.5367
O 2.0803 3.3731 2.2610
N 1.4978 1.3031 1.5024
C 2.5562 0.7652 2.3491
C 2.5256 -0.7301 2.2609
O 3.3365 -1.4803 2.6979
O 1.4172 -1.1584 1.5875
H 0.8197 2.3139 -1.2500
H -0.7526 2.3943 -0.9068
H -0.4916 3.4813 1.0634
H 0.8398 4.1589 0.1352
H 2.4430 1.0747 3.3907
H 3.5405 1.1256 2.0447
C -1.8378 1.9622 3.7642
C -3.0343 2.3656 3.1951
C -3.3126 1.9836 1.8958
C -2.3865 1.2279 1.1991
N -1.1912 0.9125 1.7225
C -0.9406 1.2425 3.0084
C -2.6226 0.7112 -0.1625
C -3.8665 0.7524 -0.7756
C -4.0044 0.2718 -2.0625
C -2.8818 -0.2246 -2.7086
C -1.6864 -0.2510 -2.0273
N -1.5510 0.1884 -0.7656
H -1.5884 2.2059 4.7881
H -3.7438 2.9598 3.7562
H -4.2431 2.2717 1.4281
H 0.0089 0.9285 3.4076
H -4.7175 1.1488 -0.2416
H -4.9678 0.2901 -2.5560
H -2.9250 -0.5818 -3.7283
H -0.7916 -0.6136 -2.5085

(4)
68
Properties=species:S:1:pos:R:3 method="wB97M-V/def2-TZVPD" energy_ha=-6565.8568 homo_energy_ha=-0.2682 lumo_ev=0.4 total_charge=-1
C -6.4195 1.1355 -2.9535
C -5.0967 0.6984 -3.6338
C -3.8643 1.4938 -3.1202
C -3.3532 0.8323 -1.8245
O -2.0932 1.3633 -1.3464
C -1.0258 0.9151 -2.0524
C -0.4626 1.6670 -3.0670
P -1.1351 3.3199 -3.4527
O -1.4393 3.5083 -4.8924
C 0.6250 1.2021 -3.7832
N 1.2126 1.9695 -4.8248
C 1.2046 -0.0360 -3.4901
P 2.6360 -0.6818 -4.4024
O 3.4418 0.4795 -5.1933
O 3.7129 -1.3012 -3.3922
S 2.0507 -1.9733 -5.7287
C 0.6401 -0.7786 -2.4471
C -0.4516 -0.3096 -1.7519
C -0.9688 -1.1838 -0.6182
O -2.1513 -1.3833 -0.4276
C 0.1372 -1.8110 0.2094
C 1.2216 -2.2921 -0.4841
C 2.2730 -2.8673 0.1815
C 2.2511 -2.9551 1.5571
C 3.4565 -3.6088 2.2052
O 4.0852 -2.6594 3.0657
O 4.6598 -3.2859 4.1892
C 1.1642 -2.4519 2.2631
C 1.1296 -2.5015 3.7904
C 1.1549 -1.0377 4.3404
C 2.5728 -0.4872 4.5469
Br 2.3561 1.4339 4.9119
C 0.0866 -1.8974 1.5900
Cl -1.3298 -1.3043 2.4020
C 1.2058 -2.1255 -1.9841
O 1.5803 -3.0003 -2.7369
H -6.6906 0.3885 -2.1990
H -6.2959 2.1058 -2.4674
H -7.2296 1.1339 -3.6878
H -5.1314 0.8739 -4.7136
H -4.8700 -0.3577 -3.4483
H -4.0933 2.5557 -2.9957
H -3.0823 1.3406 -3.8771
H -3.2448 -0.2343 -2.0384
H -4.1240 0.9517 -1.0589
H -0.0994 4.2202 -3.0811
H -2.1993 3.6103 -2.5790
H 0.7903 2.8929 -4.8927
H 2.1714 2.1519 -4.5280
H 2.8964 0.6698 -5.9745
H 4.2589 -1.8865 -3.9429
H 3.1220 -3.2225 -0.3968
H 3.2249 -4.5561 2.7085
H 4.1917 -3.8549 1.4247
H 3.9352 -3.7203 4.6700
H 0.2533 -3.0489 4.1501
H 2.0114 -3.0295 4.1610
H 0.6672 -0.3320 3.6667
H 0.5661 -1.0110 5.2640
H 3.1125 -0.9759 5.3569
H 3.1051 -0.5245 3.5998
F -1.1673 4.0425 8.4122
P -0.3311 3.6824 7.0337
F -1.1837 2.2655 7.0650
F -0.8412 5.2248 6.7359
F 1.1404 4.2275 6.5082
F -0.6420 3.4283 5.4304
F 0.7123 2.9022 8.0489

(5)
62
Properties=species:S:1:pos:R:3 method="wB97M-V/def2-TZVPD" energy_ha=-5024.8469 homo_energy_ha="-0.2752 / -0.2752" de_lowest_kj_mol=174.9 lumo_ev="-1.3 / -1.2"
Pd -0.1210 -0.1314 0.2371
C -0.1175 -2.8200 -3.4256
C 0.0493 -2.7784 -1.9107
O 0.2584 -4.1135 -1.4088
P 1.6047 -1.9370 -1.4340
O 2.7222 -2.8467 -2.1030
O 1.6534 -0.6300 -2.3154
O 1.7428 -1.7406 0.0319
P -1.3904 -1.9974 -1.0677
O -2.5772 -2.8949 -1.6242
O -1.1992 -2.1665 0.4254
O -1.4648 -0.5254 -1.4405
H 0.7969 -3.1589 -3.9121
H -0.3703 -1.8316 -3.8074
H -0.9233 -3.5139 -3.6619
H -0.1129 -4.1688 -0.5166
H 2.7168 -3.7396 -1.7334
H 1.9886 0.1593 -1.8672
H -3.4465 -2.6032 -1.3222
Br -2.3144 0.9850 2.0599
C -1.1393 0.1839 3.3321
C -1.2507 0.5208 4.6698
C -0.3562 -0.0877 5.5340
C 0.5785 -0.9834 5.0349
C 0.5888 -1.2387 3.6758
N -0.2699 -0.6565 2.8349
H -1.9923 1.2277 5.0130
H -0.3894 0.1403 6.5927
H 1.2920 -1.4710 5.6855
H 1.3027 -1.9190 3.2256
C -2.2844 4.3268 -5.9552
C -2.0283 4.8697 -4.5670
C -2.6918 6.0272 -4.1678
C -2.5035 6.5375 -2.8953
C -1.6450 5.9090 -2.0077
C -0.9512 4.7706 -2.4040
N -0.0768 4.0751 -1.5346
C 0.5612 4.5655 -0.4032
C 0.8492 5.9316 -0.2613
C 1.4934 6.4153 0.8611
C 1.8848 5.5658 1.8938
C 1.6344 4.2175 1.7515
C 0.9922 3.7038 0.6214
C 0.8050 2.2388 0.5755
O 0.9933 1.4989 1.5517
O 0.4185 1.6676 -0.5381
C -1.1467 4.2351 -3.6847
C -0.3986 2.9845 -4.0751
H -3.0503 4.9187 -6.4568
H -2.6271 3.2901 -5.9324
H -1.3853 4.3548 -6.5762
H -3.3679 6.5186 -4.8586
H -3.0395 7.4254 -2.5820
H -1.5442 6.2842 -0.9981
H -0.0792 3.0707 -1.6174
H 0.5916 6.6099 -1.0627
H 1.7035 7.4772 0.9264
H 2.3865 5.9488 2.7727
H 1.9369 3.5128 2.5151
H 0.6709 3.0988 -3.8844
H -0.5272 2.7442 -5.1273
H -0.7280 2.1087 -3.5052

(6)
49
Properties=species:S:1:pos:R:3 method="wB97M-V/def2-TZVPD" energy_ha=-1052.6466 homo_energy_ha=-0.4249 lumo_ev=-5.7 total_charge=+1
C 3.1687 -1.6661 -0.2207
C 2.7284 -0.7758 0.9480
C 1.5906 -1.3291 1.8187
C 0.3833 -1.9930 1.1146
C -0.7690 -2.3242 1.9742
C 0.7805 -2.6998 -0.1371
C 1.9341 -2.0649 -1.0007
H 3.8961 -1.1386 -0.8756
H 3.6118 -2.5905 0.1983
H 3.6164 -0.6104 1.5534
H 2.5017 0.2206 0.5572
H 2.0758 -2.0710 2.4881
H 1.2373 -0.5067 2.4560
H -1.0328 -3.4463 1.9343
H -0.4015 -1.9201 3.0775
H 1.1646 -3.7146 0.1180
H -0.1088 -2.8509 -0.7717
H 1.5739 -1.2132 -1.5926
H 2.2429 -2.7792 -1.7679
C -6.2281 -5.2550 4.6779
C -5.0956 -4.6307 3.9243
C -5.4460 -3.5918 3.0399
F -6.7753 -3.2375 2.8559
C -4.4736 -2.8878 2.3609
C -3.1466 -3.0619 2.7825
C -2.2979 -1.8102 2.7052
C -3.0021 -0.6192 2.1449
C -3.8478 0.1578 2.9660
C -4.2248 1.3808 2.4565
F -4.9722 2.2855 3.1801
C -3.7884 1.8288 1.2131
C -4.1552 3.2075 0.8435
C -3.1372 0.9575 0.3456
C -2.6860 -0.2673 0.8383
C -2.7444 -4.2150 3.5112
C -3.7380 -5.0340 4.0456
H -5.9195 -6.1938 5.1674
H -6.6862 -4.6277 5.4756
H -7.0115 -5.4295 3.9139
H -4.7614 -2.1502 1.6101
H -2.1910 -1.5766 3.7849
H -4.1667 -0.0722 3.9996
H -3.5166 3.5381 0.0269
H -5.1970 3.3062 0.5109
H -4.0445 3.8798 1.6979
H -2.9190 1.2400 -0.6973
H -2.0965 -1.0358 0.3159
H -1.6690 -4.4380 3.6703
H -3.4266 -5.9750 4.5515

(7)
58
Properties=species:S:1:pos:R:3 method="wB97M-V/def2-TZVPD" energy_ha=-2036.8289 homo_energy_ha=-0.3014 de_lowest_kj_mol=0.0 lumo_ev=0.0
C -3.1209 -0.3047 7.9612
C -1.8665 -0.3575 7.1689
C -0.5531 -0.3936 7.5561
C 0.2075 -0.4370 6.3725
C -0.6931 -0.4244 5.3300
C -0.4643 -0.4564 3.9189
C -1.4443 -0.4047 3.0021
C -1.2766 -0.3807 1.5418
O -2.1179 0.0951 0.8057
N -0.1030 -0.9430 1.0941
C 0.3694 -1.0349 -0.2032
C -0.3257 -0.5644 -1.3143
C 0.2291 -0.6825 -2.5707
S -0.7143 -0.1011 -3.9883
O 0.2297 0.1748 -5.0387
O -1.7569 -1.0471 -4.2537
N -1.3950 1.2740 -3.3857
C -2.8279 1.4365 -3.4359
C -3.4044 1.6108 -4.8500
C -2.4272 2.2488 -5.8382
C -1.7332 3.5115 -5.3158
C -0.3988 3.1963 -4.6403
C -0.5551 2.4430 -3.3172
C 1.4619 -1.2702 -2.7672
C 2.1634 -1.7526 -1.6735
C 1.6280 -1.6340 -0.4031
O 2.2674 -2.1434 0.7306
C 3.6001 -1.7776 0.9368
C 3.6919 -0.3479 1.4850
F 4.9396 -0.0504 1.8677
F 3.3250 0.5720 0.5864
F 2.9016 -0.1794 2.5551
O -1.9549 -0.3763 5.8281
H -3.7451 -1.1695 7.7393
H -2.8878 -0.2938 9.0213
H -3.6897 0.5894 7.7090
H -0.1841 -0.3889 8.5612
H 1.2747 -0.4703 6.2886
H 0.5819 -0.4951 3.6474
H -2.4689 -0.2906 3.3263
H 0.5079 -1.3575 1.7852
H -1.2890 -0.1012 -1.1870
H -3.0708 2.2985 -2.8093
H -3.2660 0.5472 -2.9778
H -4.3110 2.2165 -4.7799
H -3.6805 0.6302 -5.2391
H -2.9835 2.4859 -6.7481
H -1.6646 1.5143 -6.1031
H -2.3896 4.0440 -4.6239
H -1.5323 4.1796 -6.1564
H 0.1448 4.1230 -4.4411
H 0.2011 2.5845 -5.3150
H -0.9723 3.1052 -2.5511
H 0.4269 2.1018 -2.9765
H 1.8574 -1.3413 -3.7667
H 3.1198 -2.2318 -1.8189
H 4.2141 -1.8284 0.0311
H 4.0021 -2.4550 1.6955

(8)
51
Properties=species:S:1:pos:R:3 method="wB97M-V/def2-TZVPD" energy_ha=-1312.5489 homo_energy_ha=-0.2684 de_lowest_kj_mol=159.4 lumo_ev=-1.2
C 2.0428 0.2766 3.1619
C 2.1475 -0.4716 1.9749
C 1.8964 0.4064 0.8750
H 2.4638 -1.4772 1.8809
C 1.7449 1.7263 1.3897
C 1.8193 1.6409 2.8277
H 1.7228 2.6280 0.8084
C -1.4525 -1.9199 3.4672
C -0.2158 -2.3483 2.9754
C -0.2637 -2.4024 1.5690
H 0.5933 -2.7399 3.5470
C -1.5910 -2.0619 1.1878
C -2.3404 -1.8261 2.3708
H 1.9815 0.1386 -0.1783
H 1.7555 2.4703 3.5179
H 2.2342 -0.1121 4.1595
H -3.4149 -1.7110 2.4201
H 0.5279 -2.6773 0.8637
H -1.7202 -1.7955 4.4951
La -0.6703 0.7908 2.0532
C -2.0122 -1.6790 -0.2625
C -3.5553 -1.7005 -0.3898
C -1.2756 -2.4226 -1.3825
H -3.8787 -2.7294 -0.1308
H -3.8357 -1.4088 -1.4303
H -3.9979 -0.9744 0.3433
H -1.4988 -3.5036 -1.2883
H -0.1874 -2.2553 -1.3174
H -1.6416 -2.0282 -2.3499
C -1.5997 -0.1691 -0.1933
C -1.8127 1.2531 -0.6411
H -0.4784 -0.2066 -0.2698
H -2.1195 -0.0563 0.7877
O -1.8468 2.1059 0.3562
N -1.5191 1.5456 -1.9605
C -0.3128 2.4220 -1.9783
H -2.2133 1.8072 -2.6872
C 1.0395 1.8443 -2.4014
C 2.2491 2.5475 -2.2195
H 2.1775 3.5117 -1.7323
C 3.4593 1.9905 -2.6109
H 4.3488 2.5741 -2.4800
C 3.5100 0.7334 -3.1836
H 4.4540 0.3056 -3.4842
C 2.3335 0.0065 -3.3676
H 2.3468 -0.9963 -3.8456
C 1.0836 0.5608 -2.9723
H 0.1384 -0.0317 -3.1146
H -0.1682 2.7340 -0.9478
H -0.5465 3.3959 -2.5550
I -1.9014 2.2891 4.3424

Repeat the sixth record exactly.
49
Properties=species:S:1:pos:R:3 method="wB97M-V/def2-TZVPD" energy_ha=-1052.6466 homo_energy_ha=-0.4249 lumo_ev=-5.7 total_charge=+1
C 3.1687 -1.6661 -0.2207
C 2.7284 -0.7758 0.9480
C 1.5906 -1.3291 1.8187
C 0.3833 -1.9930 1.1146
C -0.7690 -2.3242 1.9742
C 0.7805 -2.6998 -0.1371
C 1.9341 -2.0649 -1.0007
H 3.8961 -1.1386 -0.8756
H 3.6118 -2.5905 0.1983
H 3.6164 -0.6104 1.5534
H 2.5017 0.2206 0.5572
H 2.0758 -2.0710 2.4881
H 1.2373 -0.5067 2.4560
H -1.0328 -3.4463 1.9343
H -0.4015 -1.9201 3.0775
H 1.1646 -3.7146 0.1180
H -0.1088 -2.8509 -0.7717
H 1.5739 -1.2132 -1.5926
H 2.2429 -2.7792 -1.7679
C -6.2281 -5.2550 4.6779
C -5.0956 -4.6307 3.9243
C -5.4460 -3.5918 3.0399
F -6.7753 -3.2375 2.8559
C -4.4736 -2.8878 2.3609
C -3.1466 -3.0619 2.7825
C -2.2979 -1.8102 2.7052
C -3.0021 -0.6192 2.1449
C -3.8478 0.1578 2.9660
C -4.2248 1.3808 2.4565
F -4.9722 2.2855 3.1801
C -3.7884 1.8288 1.2131
C -4.1552 3.2075 0.8435
C -3.1372 0.9575 0.3456
C -2.6860 -0.2673 0.8383
C -2.7444 -4.2150 3.5112
C -3.7380 -5.0340 4.0456
H -5.9195 -6.1938 5.1674
H -6.6862 -4.6277 5.4756
H -7.0115 -5.4295 3.9139
H -4.7614 -2.1502 1.6101
H -2.1910 -1.5766 3.7849
H -4.1667 -0.0722 3.9996
H -3.5166 3.5381 0.0269
H -5.1970 3.3062 0.5109
H -4.0445 3.8798 1.6979
H -2.9190 1.2400 -0.6973
H -2.0965 -1.0358 0.3159
H -1.6690 -4.4380 3.6703
H -3.4266 -5.9750 4.5515